1.
{"formula": "CH3O3S", "method": "the ωB97M-V functional and the def2-TZVPD basis", "de_lowest_ev": 3.723, "total_energy_ha": -663.73452, "spin_multiplicity": 1, "homo_lumo_gap_ev": 7.665, "smiles": "O=[S@@H]([O-])=CO", "total_charge": -1, "symbols": ["C", "O", "O", "O", "S", "H", "H", "H"], "xyz": [[-0.17170, 0.74315, -0.70325], [-0.11510, -1.83872, -1.01332], [1.68350, -0.78162, 0.36373], [-0.40590, 1.60709, 0.51691], [0.31696, -0.78203, -0.11368], [-1.24156, 0.55350, -0.90662], [0.41293, 1.94339, 0.67017], [-0.47913, -1.44477, 1.18605]], "forces_ev_per_angstrom": [[-1.979, 0.450, 1.704], [0.494, 0.092, -1.025], [0.327, 0.259, 0.028], [-2.453, -1.634, -1.484], [-1.489, -2.634, 2.234], [0.405, -0.148, -0.754], [3.589, 1.750, 0.904], [1.106, 1.865, -1.607]]}

***

2.
{"formula": "C3H5NOP", "method": "the ωB97M-V functional and the def2-TZVPD basis", "de_lowest_ev": 0.574, "total_energy_ha": -588.52584, "spin_multiplicity": 1, "homo_lumo_gap_ev": 5.318, "smiles": "[O-]N1CC=PC1", "total_charge": -1, "symbols": ["C", "C", "C", "N", "O", "P", "H", "H", "H", "H", "H"], "xyz": [[-1.07233, 1.02020, 0.04567], [0.37237, 0.98085, 0.02568], [-0.23657, -1.37557, 0.08797], [0.85861, -0.36801, -0.38932], [2.04765, -0.47385, 0.02836], [-1.88044, -0.42430, -0.10285], [-1.44711, 2.01670, -0.26924], [0.77220, 1.70465, -0.70092], [0.81992, 1.14620, 1.01499], [-0.32511, -2.25761, -0.67578], [0.09079, -1.96924, 0.93543]], "forces_ev_per_angstrom": [[-1.150, 1.128, -1.481], [0.971, -0.979, -0.066], [0.379, -0.661, -2.488], [-5.024, 1.062, -1.490], [4.273, -1.700, 1.589], [0.887, -0.471, 0.850], [-0.567, -0.705, 0.655], [0.078, 0.029, 0.367], [0.134, 0.300, 0.166], [0.226, 1.500, 0.697], [-0.206, 0.499, 1.200]]}

***

3.
{"formula": "C3H9NO", "method": "the ωB97M-V functional and the def2-TZVPD basis", "de_lowest_ev": 1.947, "total_energy_ha": -249.64214, "spin_multiplicity": 1, "homo_lumo_gap_ev": 9.919, "smiles": "C[C@H](O)CN", "symbols": ["C", "C", "C", "O", "N", "H", "H", "H", "H", "H", "H", "H", "H", "H"], "xyz": [[0.81401, 0.32271, 0.65924], [-0.61517, 0.43015, -0.03556], [-1.42710, -0.79239, 0.24527], [-0.50238, 0.64392, -1.44841], [1.96646, 0.15364, -0.24686], [0.90478, 1.19703, 1.31230], [0.98986, -0.64970, 1.15580], [-1.23982, 1.34642, 0.23033], [-2.53542, -0.65465, 0.38459], [-1.35718, -1.59164, -0.50215], [-1.31726, -1.08961, 1.33632], [-0.22771, -0.25028, -1.81581], [2.81611, 0.70443, -0.08509], [1.73083, 0.22996, -1.18999]], "forces_ev_per_angstrom": [[0.520, -0.518, -0.298], [-0.068, 1.143, -0.530], [-2.469, -0.713, 2.439], [0.728, -2.026, -0.568], [0.972, 0.523, 0.579], [0.253, -0.347, 0.131], [-1.493, 0.788, 0.939], [1.308, -1.029, 0.410], [0.707, 0.624, -1.079], [0.569, -0.072, 0.495], [0.868, -0.386, -1.391], [-0.540, 1.660, 0.327], [-0.911, -0.105, 0.197], [-0.444, 0.458, -1.652]]}

***

4.
{"formula": "C33H43N6O6PdTe", "method": "the ωB97M-V functional and the def2-TZVPD basis", "de_lowest_ev": 1.740, "total_energy_ha": -2458.46489, "spin_multiplicity": 6, "homo_lumo_gap_ev": [8.870, 5.533], "total_charge": 2, "symbols": ["Pd", "O", "C", "C", "C", "C", "C", "C", "C", "C", "N", "H", "H", "H", "H", "H", "H", "H", "H", "H", "H", "H", "C", "N", "C", "C", "C", "N", "C", "O", "N", "H", "H", "H", "H", "H", "H", "H", "O", "N", "O", "O", "C", "C", "O", "N", "Te", "C", "C", "C", "C", "C", "C", "C", "C", "C", "C", "C", "C", "C", "C", "C", "C", "C", "C", "H", "H", "H", "H", "H", "H", "H", "H", "H", "H", "H", "H", "H", "H", "H", "H", "H", "H", "H", "H", "H", "H", "H", "H", "H"], "xyz": [[-0.35800, -0.08023, 0.06063], [0.97871, 0.84979, 1.65679], [0.59984, 0.63890, 3.03518], [-0.41653, 1.66529, 3.50080], [-1.63484, 1.77235, 2.57206], [-2.38529, 0.47665, 2.44684], [-3.32774, 0.11565, 3.40460], [-4.01305, -1.07747, 3.28711], [-3.74243, -1.89710, 2.19905], [-2.78761, -1.48802, 1.29556], [-2.12136, -0.32961, 1.40607], [1.33498, 1.73975, 1.55084], [1.49693, 0.65855, 3.65359], [0.19969, -0.37353, 3.06082], [0.05371, 2.64952, 3.57368], [-0.72691, 1.39674, 4.51347], [-1.32042, 2.10068, 1.58167], [-2.31375, 2.53265, 2.95900], [-3.51814, 0.78643, 4.23195], [-4.74812, -1.36478, 4.02708], [-4.25565, -2.83750, 2.05741], [-2.52873, -2.10604, 0.44558], [-0.74990, 4.07419, -2.59147], [0.18426, 2.94405, -2.64068], [1.10258, 2.82002, -3.63638], [1.93771, 1.76128, -3.71010], [1.83790, 0.77988, -2.68002], [0.94759, 0.91781, -1.70050], [0.09490, 1.96239, -1.68737], [-0.78948, 2.00472, -0.80169], [2.60917, -0.31000, -2.67016], [-0.33965, 4.89082, -3.17839], [-0.87268, 4.38955, -1.56050], [-1.71834, 3.78058, -2.99308], [1.11652, 3.62002, -4.36370], [2.66109, 1.67903, -4.50671], [3.40441, -0.37377, -3.28258], [2.54727, -0.94274, -1.87733], [1.63611, -3.65441, 0.55181], [1.13383, -2.63580, 0.15689], [0.39148, -1.93828, 0.93399], [1.31972, -2.20125, -1.01911], [-3.55631, 0.04393, -1.87581], [-2.25521, -0.48504, -2.38690], [-1.86079, -0.32646, -3.54933], [-1.39037, -1.11636, -1.54568], [-0.24036, -2.71232, -2.94367], [1.18428, -3.65518, -4.26093], [1.67427, -4.90115, -3.88015], [1.36512, -5.55528, -2.56442], [2.49368, -5.53829, -4.80898], [2.83523, -4.94776, -6.01987], [3.72395, -5.65367, -6.99984], [2.35482, -3.66852, -6.30933], [1.52791, -2.97972, -5.43529], [1.03042, -1.60148, -5.77155], [-1.81751, -4.08225, -2.91480], [-2.12352, -4.72674, -1.71396], [-1.34081, -4.53188, -0.44266], [-3.17125, -5.64183, -1.72689], [-3.89788, -5.91362, -2.87793], [-5.02721, -6.89956, -2.86861], [-3.56107, -5.24317, -4.05473], [-2.52749, -4.32360, -4.10736], [-2.20987, -3.63654, -5.40588], [-4.00388, 0.69813, -2.62003], [-3.40942, 0.56602, -0.93274], [-4.22418, -0.80366, -1.69976], [1.35632, -4.83363, -1.74260], [2.12321, -6.29891, -2.32745], [0.39822, -6.06410, -2.60099], [2.89005, -6.51611, -4.56154], [4.05593, -6.61614, -6.61740], [4.60407, -5.05007, -7.22478], [3.19671, -5.82199, -7.94014], [2.63642, -3.19497, -7.24331], [1.49139, -1.24716, -6.69155], [1.26493, -0.89017, -4.97735], [-0.05059, -1.58715, -5.92044], [-0.79848, -3.57837, -0.41152], [-0.60423, -5.32804, -0.31800], [-1.99530, -4.56226, 0.42809], [-3.41559, -6.16358, -0.80853], [-5.10646, -7.40864, -1.91045], [-4.88971, -7.65027, -3.64734], [-5.97448, -6.39593, -3.06828], [-4.12474, -5.44473, -4.95843], [-2.95335, -3.88479, -6.16046], [-1.23431, -3.94399, -5.78818], [-2.21346, -2.55009, -5.29428]], "forces_ev_per_angstrom": [[-0.089, 0.209, -0.004], [0.018, -0.057, -0.051], [-0.027, 0.029, 0.039], [0.008, -0.029, -0.039], [0.028, -0.043, -0.009], [-0.034, 0.073, -0.026], [-0.027, 0.016, -0.017], [0.014, -0.005, -0.017], [-0.009, 0.015, 0.012], [0.002, -0.047, -0.010], [0.217, -0.073, 0.194], [-0.025, 0.010, -0.029], [0.003, 0.020, 0.006], [-0.006, -0.015, 0.000], [0.012, -0.005, 0.003], [-0.013, 0.002, -0.001], [-0.021, 0.023, -0.022], [0.014, -0.004, 0.025], [-0.003, -0.004, -0.004], [0.000, 0.004, -0.007], [0.006, 0.001, 0.001], [0.008, 0.001, -0.002], [-0.025, -0.009, -0.005], [0.061, 0.019, 0.039], [-0.018, -0.024, 0.016], [0.019, 0.022, 0.039], [0.077, 0.018, 0.048], [-0.088, -0.064, 0.042], [-0.147, -0.030, -0.032], [0.008, -0.047, -0.147], [0.068, -0.007, 0.126], [0.004, -0.010, -0.009], [0.003, 0.010, 0.007], [0.006, -0.007, 0.015], [0.004, -0.004, 0.002], [0.002, -0.003, 0.010], [-0.016, -0.020, -0.030], [0.026, 0.092, -0.166], [-0.135, 0.086, -0.230], [0.306, 0.179, 1.092], [0.143, -0.282, -0.438], [0.392, 0.014, 0.168], [-0.044, -0.078, -0.049], [-0.078, 0.139, -0.226], [0.021, -0.073, 0.235], [-0.088, 0.260, -0.097], [-0.193, -0.258, -0.404], [-0.138, 0.158, 0.044], [0.036, 0.044, -0.053], [-0.045, -0.004, 0.014], [0.039, 0.041, -0.023], [-0.023, 0.013, 0.037], [0.011, -0.005, -0.024], [0.012, 0.007, 0.006], [0.012, -0.136, 0.020], [0.001, -0.027, -0.034], [-0.098, -0.031, -0.210], [0.067, 0.013, 0.034], [0.018, 0.101, -0.042], [-0.025, 0.004, 0.030], [0.029, 0.021, 0.004], [-0.014, -0.016, -0.002], [0.020, 0.007, 0.040], [0.009, -0.052, 0.102], [0.013, 0.025, 0.018], [0.004, -0.003, 0.018], [0.007, 0.026, 0.016], [0.006, 0.012, 0.016], [0.018, -0.051, -0.039], [-0.009, -0.019, -0.004], [-0.001, 0.018, 0.011], [-0.002, 0.000, -0.005], [0.002, 0.000, -0.004], [0.000, -0.008, -0.004], [0.005, -0.003, 0.005], [-0.001, -0.007, 0.002], [-0.001, 0.010, 0.009], [-0.011, 0.022, 0.004], [-0.043, -0.002, 0.003], [-0.348, -0.265, -0.049], [0.005, 0.028, 0.004], [-0.004, -0.007, -0.004], [-0.007, -0.001, -0.002], [-0.003, 0.001, -0.002], [-0.002, 0.002, 0.003], [0.001, -0.005, 0.000], [-0.002, -0.001, 0.006], [0.013, -0.012, 0.004], [0.035, 0.001, -0.007], [0.028, 0.059, 0.010]]}

***

5.
{"formula": "C3H7NO", "method": "the ωB97M-V functional and the def2-TZVPD basis", "de_lowest_ev": 3.746, "total_energy_ha": -248.38884, "spin_multiplicity": 1, "homo_lumo_gap_ev": 11.011, "smiles": "C=NOCC", "symbols": ["C", "C", "C", "H", "H", "H", "H", "H", "H", "H", "N", "O"], "xyz": [[1.25630, 0.25025, -0.42867], [0.47169, -0.69176, 0.48884], [-1.73419, 0.51588, 0.13794], [1.62783, -0.35708, -1.19720], [0.63046, 1.03397, -0.83808], [2.08712, 0.85490, -0.02390], [0.18475, -0.29731, 1.45654], [1.09248, -1.54078, 0.65821], [-2.58349, 1.15824, -0.07122], [-0.70925, 1.01416, 0.51007], [-1.74233, -0.60893, -0.40235], [-0.58138, -1.33154, -0.29017]], "forces_ev_per_angstrom": [[-0.284, 1.368, 1.033], [0.821, -0.601, -1.143], [2.110, 2.965, 0.228], [0.579, -0.609, -1.321], [-0.275, -0.151, -0.455], [-0.168, -0.781, 0.491], [-0.401, -0.015, 0.014], [0.578, -0.633, 0.435], [-0.085, -0.170, 0.410], [-3.120, -0.913, -0.453], [-0.120, -0.975, -0.223], [0.365, 0.515, 0.984]]}

***

6.
{"formula": "C30H43BCl2N6SV", "method": "the ωB97M-V functional and the def2-TZVPD basis", "de_lowest_ev": 0.026, "total_energy_ha": -3785.14568, "spin_multiplicity": 4, "homo_lumo_gap_ev": [7.815, 8.258], "symbols": ["V", "C", "C", "C", "C", "N", "N", "B", "N", "N", "C", "C", "C", "C", "C", "C", "C", "C", "N", "N", "C", "C", "C", "C", "C", "C", "C", "C", "C", "C", "C", "C", "H", "H", "H", "H", "H", "H", "H", "H", "H", "H", "H", "H", "H", "H", "H", "H", "H", "H", "H", "H", "H", "H", "H", "H", "H", "H", "H", "H", "H", "H", "H", "H", "H", "H", "H", "H", "H", "H", "H", "H", "Cl", "C", "C", "C", "C", "C", "Cl", "C", "S", "H", "H", "H"], "xyz": [[-0.03716, -0.01398, -0.46853], [-1.21660, 2.52511, 4.22578], [-1.40433, 2.29196, 2.76377], [-2.23760, 2.95030, 1.88293], [-2.05492, 2.32711, 0.64293], [-1.13146, 1.36478, 0.76559], [-0.75163, 1.34348, 2.07521], [0.09345, 0.17458, 2.62205], [1.53049, 0.21001, 2.06502], [1.76104, -0.18953, 0.78652], [3.08479, -0.22764, 0.62246], [3.71099, 0.19792, 1.80225], [2.68945, 0.45976, 2.69429], [2.76307, 0.91893, 4.11195], [3.78802, -0.76488, -0.60439], [4.61528, 0.34467, -1.26406], [2.81082, -1.35373, -1.61533], [4.73497, -1.88344, -0.14141], [-0.56802, -1.16733, 2.21442], [-0.78369, -1.52197, 0.91008], [-1.36919, -2.72060, 0.92717], [-1.53497, -3.14468, 2.25057], [-1.01644, -2.13344, 3.03270], [-0.93144, -2.05756, 4.52091], [-1.76822, -3.46156, -0.32898], [-2.38577, -4.81085, 0.04393], [-2.80996, -2.64638, -1.10187], [-0.53119, -3.71629, -1.19707], [-2.85378, 2.59083, -0.61892], [-3.61920, 1.31799, -0.99927], [-3.86772, 3.70552, -0.34440], [-1.96558, 3.02313, -1.78878], [-1.84672, 3.35492, 4.54061], [-0.18108, 2.77219, 4.46220], [-1.48694, 1.64653, 4.81150], [-2.90426, 3.75893, 2.12343], [0.13084, 0.25926, 3.81119], [4.76698, 0.27351, 1.99962], [3.80573, 1.04589, 4.39720], [2.30385, 0.20002, 4.79057], [2.25177, 1.87270, 4.24814], [3.97733, 1.14944, -1.63303], [5.17374, -0.06460, -2.10869], [5.33004, 0.77280, -0.55913], [2.17826, -0.59220, -2.06735], [2.17043, -2.11068, -1.15716], [3.36206, -1.82792, -2.42997], [5.48259, -1.50947, 0.55921], [5.25722, -2.30393, -1.00329], [4.17968, -2.68437, 0.34999], [-1.97149, -4.06298, 2.60098], [-1.34840, -2.96739, 4.94893], [-1.49005, -1.20696, 4.91271], [0.10040, -1.95973, 4.85935], [-3.28067, -4.68504, 0.65620], [-1.67786, -5.43755, 0.58966], [-2.67279, -5.34056, -0.86580], [-3.69824, -2.47951, -0.48890], [-3.10659, -3.17914, -2.00767], [-2.42045, -1.67479, -1.40239], [0.21297, -4.29367, -0.64377], [-0.07135, -2.78608, -1.52950], [-0.81177, -4.27785, -2.09075], [-4.26067, 0.98874, -0.17923], [-2.93623, 0.50879, -1.25520], [-4.24359, 1.50939, -1.87504], [-4.54122, 3.44181, 0.47264], [-4.47002, 3.87064, -1.23887], [-3.37190, 4.64617, -0.09588], [-1.36195, 2.19283, -2.14662], [-1.30680, 3.84685, -1.50676], [-2.59421, 3.35144, -2.61960], [1.24670, 1.93405, -1.53789], [1.04936, 1.80120, -3.27107], [1.71296, 2.74236, -4.03825], [1.59841, 2.68450, -5.41529], [0.82423, 1.68804, -5.98997], [0.17308, 0.76254, -5.19482], [-0.77442, -0.45035, -5.99258], [0.25451, 0.77454, -3.79110], [-0.59023, -0.42234, -2.83026], [2.30792, 3.50604, -3.55644], [2.10731, 3.40872, -6.03576], [0.71804, 1.62003, -7.06361]], "forces_ev_per_angstrom": [[0.311, -0.143, -0.004], [-0.008, 0.018, 0.000], [0.019, -0.012, 0.048], [-0.019, -0.010, 0.042], [0.013, -0.057, -0.088], [-0.019, 0.080, 0.080], [-0.019, -0.014, -0.080], [0.008, -0.021, -0.065], [-0.088, 0.061, -0.030], [-0.052, 0.102, -0.005], [0.009, -0.033, -0.013], [-0.034, -0.004, 0.089], [0.033, -0.038, 0.004], [0.032, 0.002, -0.007], [-0.001, 0.008, 0.014], [0.002, 0.013, -0.024], [-0.006, 0.018, 0.001], [0.013, 0.012, -0.006], [-0.022, 0.065, -0.062], [-0.072, 0.004, 0.025], [0.004, -0.004, -0.055], [0.010, 0.005, 0.026], [0.019, 0.014, 0.040], [-0.009, -0.023, 0.004], [0.008, 0.007, 0.010], [-0.002, -0.002, 0.004], [0.004, 0.007, -0.001], [-0.007, -0.002, -0.001], [0.009, 0.057, 0.032], [-0.007, -0.008, -0.019], [0.012, 0.005, -0.005], [-0.015, -0.013, -0.002], [0.008, 0.002, 0.005], [0.001, -0.004, -0.001], [-0.010, -0.004, -0.004], [0.001, 0.005, -0.006], [0.018, -0.025, 0.009], [-0.003, -0.003, -0.011], [-0.007, 0.007, 0.011], [0.003, -0.012, -0.007], [0.002, 0.002, -0.007], [0.007, -0.030, 0.016], [0.004, 0.013, -0.008], [0.002, -0.002, 0.003], [-0.026, 0.017, -0.019], [0.008, -0.009, 0.004], [0.000, -0.016, 0.010], [-0.001, -0.007, -0.004], [0.001, -0.002, 0.005], [-0.006, 0.004, -0.005], [-0.004, -0.005, -0.004], [0.002, 0.005, 0.008], [-0.003, 0.001, -0.007], [0.001, -0.003, -0.004], [0.000, 0.002, -0.001], [0.002, 0.003, 0.000], [-0.001, -0.003, 0.001], [-0.005, -0.006, -0.001], [-0.003, 0.005, -0.003], [-0.003, -0.011, 0.007], [0.001, -0.004, -0.002], [-0.003, -0.004, 0.000], [0.007, -0.001, -0.002], [-0.001, 0.002, 0.001], [0.013, -0.001, 0.017], [-0.007, -0.003, 0.004], [-0.013, 0.001, -0.008], [-0.003, -0.002, 0.003], [0.006, -0.005, 0.006], [-0.013, 0.008, 0.005], [-0.009, 0.006, 0.001], [0.004, -0.003, -0.004], [0.040, 0.063, 0.103], [-0.007, -0.019, -0.097], [0.000, 0.004, -0.007], [-0.020, -0.032, 0.021], [0.021, 0.030, -0.015], [-0.006, -0.002, -0.039], [0.002, 0.005, 0.002], [-0.018, -0.036, 0.134], [-0.103, -0.018, -0.065], [-0.003, -0.004, 0.009], [0.000, -0.001, -0.006], [-0.002, -0.002, 0.001]]}